The following is a DFT calculation (ωB97M-V/def2-TZVPD) of 5 unconnected molecules or ions with the total composition C37H99FN13O7P4S.

orbital gap	0.244	Ha
total charge	+1
calculated total energy	-4570.68594	Ha
highest occupied orbital energy	-9.32	eV

```
162
Properties=species:S:1:pos:R:3:forces:R:3
C -5.766 1.768 -1.043 -0.1 0.0 -0.9
C -4.765 1.248 -2.121 -0.5 0.3 0.8
C -3.288 1.556 -1.774 -0.2 -0.5 -0.8
C -2.723 2.756 -2.564 -1.0 -0.5 -0.1
O -1.587 2.333 -3.350 0.4 0.3 0.4
C -0.366 2.795 -2.897 0.2 -1.6 -0.3
S -0.066 2.580 -1.090 0.0 1.2 1.1
C -0.262 4.300 -3.254 -0.4 0.5 0.4
N 0.922 4.630 -4.097 0.4 -0.2 -0.1
C 0.723 4.360 -5.566 0.2 0.7 -0.6
C -0.018 5.522 -6.282 -0.2 -1.1 0.1
C -1.338 4.971 -6.835 0.6 0.4 -0.1
F -1.880 5.917 -7.681 -0.2 -0.1 0.1
C 2.141 3.949 -3.581 0.2 -0.2 1.2
C 1.924 2.438 -3.395 1.5 -0.6 -1.4
O 2.684 1.818 -4.394 -0.5 -0.2 0.6
C 3.059 0.488 -3.951 0.3 -1.0 -0.2
C 3.267 -0.468 -5.138 -0.2 0.7 0.7
O 0.585 2.005 -3.583 -0.3 1.2 0.0
H -5.261 2.332 -0.258 -0.1 -0.2 0.1
H -6.342 0.933 -0.643 0.2 0.2 0.3
H -6.498 2.433 -1.512 0.1 0.0 0.2
H -5.043 1.664 -3.094 0.2 0.0 0.0
H -4.924 0.171 -2.220 0.3 0.1 0.0
H -3.153 1.630 -0.694 0.0 0.2 -0.1
H -2.720 0.682 -2.110 0.2 0.2 0.1
H -2.537 3.643 -1.952 0.3 -0.2 0.0
H -3.490 3.042 -3.290 0.3 0.1 -0.1
H 0.166 1.276 -0.813 -0.2 0.0 -0.9
H -0.254 4.935 -2.363 0.3 -0.1 0.0
H -1.148 4.598 -3.816 0.1 -0.2 0.0
H 1.084 5.632 -3.992 0.0 0.0 -0.2
H 1.723 4.293 -5.995 0.0 -0.2 0.2
H 0.241 3.391 -5.697 0.0 0.1 0.3
H -0.155 6.399 -5.640 -0.1 -0.1 -0.1
H 0.601 5.809 -7.133 -0.1 0.2 0.1
H -2.063 4.719 -6.054 0.0 0.1 -0.1
H -1.101 4.075 -7.419 -0.2 0.1 0.0
H 2.400 4.394 -2.614 -0.3 0.0 -0.1
H 3.002 4.116 -4.225 -0.3 0.0 -0.3
H 2.359 2.111 -2.444 -0.6 0.2 0.3
H 2.304 0.033 -3.300 -0.2 0.5 -0.1
H 3.969 0.571 -3.346 -0.1 0.1 -0.1
H 2.673 -0.122 -5.984 0.3 -0.1 -0.1
H 4.332 -0.529 -5.350 -0.2 -0.2 -0.4
H 2.873 -1.445 -4.856 0.3 0.0 -0.1
O 2.954 -1.977 -8.091 3.0 -1.5 1.6
P 3.362 -3.018 -9.109 -5.2 1.5 -4.6
N 3.672 -1.956 -10.440 0.6 0.2 0.2
C 3.654 -2.312 -11.848 0.2 -0.5 -0.3
C 4.723 -0.968 -10.207 0.0 0.2 0.4
N 1.799 -3.745 -9.288 -0.3 -0.1 0.3
C 1.081 -3.763 -10.549 0.3 -0.4 -0.3
C 0.851 -3.517 -8.202 0.1 0.1 0.2
N 4.108 -4.405 -9.889 1.3 -0.2 2.9
C 3.674 -5.740 -9.417 -0.3 -0.3 -0.1
C 5.583 -4.383 -9.693 0.2 0.4 -0.5
H 4.502 -2.944 -12.147 0.0 0.0 0.0
H 3.703 -1.405 -12.455 0.1 0.1 0.2
H 2.738 -2.805 -12.152 0.1 -0.1 0.2
H 5.728 -1.384 -10.361 0.0 0.1 -0.1
H 4.679 -0.581 -9.189 -0.1 -0.1 0.0
H 4.610 -0.114 -10.878 -0.1 -0.1 -0.1
H 0.816 -2.754 -10.889 0.0 0.0 -0.1
H 0.157 -4.338 -10.452 0.0 0.1 0.2
H 1.650 -4.278 -11.325 0.1 0.1 0.0
H 0.384 -2.526 -8.261 0.0 0.0 0.1
H 1.335 -3.613 -7.232 0.0 0.1 0.0
H 0.060 -4.271 -8.231 0.1 0.0 -0.2
H 3.760 -5.841 -8.332 0.0 -0.1 0.0
H 4.289 -6.511 -9.886 0.2 0.2 0.0
H 2.653 -5.964 -9.705 -0.1 0.3 0.1
H 5.853 -4.425 -8.635 0.1 -0.1 0.0
H 6.024 -3.481 -10.120 -0.1 0.1 0.0
H 6.049 -5.225 -10.203 -0.1 0.0 0.0
O -3.909 1.401 3.680 0.3 3.2 -1.9
P -2.456 1.772 3.868 1.6 -5.9 3.8
N -1.747 0.425 3.030 0.0 0.2 -0.5
C -0.398 -0.076 3.216 0.4 0.2 0.0
C -2.112 0.292 1.630 -0.6 0.0 -0.1
N -2.389 1.518 5.572 -0.2 0.2 0.2
C -1.520 0.531 6.188 0.6 0.2 0.0
C -3.665 1.536 6.288 -0.3 0.1 -0.1
N -0.924 2.638 3.922 -1.8 2.5 -1.1
C -0.775 3.653 4.991 0.1 0.0 0.5
C -0.684 3.385 2.658 0.2 -0.5 -0.3
H 0.375 0.596 2.811 0.0 0.0 0.0
H -0.289 -1.036 2.702 -0.2 0.1 -0.1
H -0.159 -0.284 4.253 -0.1 0.2 0.0
H -1.527 0.962 0.980 0.1 -0.1 -0.1
H -3.165 0.527 1.467 0.0 0.0 0.2
H -1.959 -0.733 1.285 0.1 0.0 0.1
H -1.788 -0.493 5.897 0.1 0.0 0.0
H -1.584 0.597 7.276 -0.2 0.1 0.0
H -0.469 0.719 5.956 0.0 -0.1 -0.2
H -4.209 0.591 6.182 -0.1 0.0 0.0
H -4.302 2.344 5.934 0.0 -0.1 -0.1
H -3.500 1.715 7.352 0.2 -0.1 0.0
H -1.598 4.372 4.993 0.1 0.1 0.0
H 0.161 4.199 4.850 0.0 0.0 -0.3
H -0.708 3.203 5.975 -0.2 -0.2 -0.1
H -1.459 4.138 2.482 0.1 0.1 0.0
H -0.663 2.723 1.793 -0.1 -0.2 0.1
H 0.284 3.884 2.687 0.0 0.0 0.1
O 4.161 -2.085 -1.774 -2.5 -1.1 -2.5
P 3.552 -3.288 -1.085 3.9 0.6 5.8
N 2.874 -2.467 0.282 -0.4 0.2 -0.4
C 2.542 -3.053 1.568 -0.3 -0.5 0.1
C 1.894 -1.448 -0.056 0.0 0.4 -0.3
N 5.040 -4.052 -0.650 0.3 0.0 -0.2
C 5.420 -4.298 0.729 -0.4 -0.4 0.2
C 6.222 -3.649 -1.409 -0.1 0.2 -0.2
N 2.678 -4.779 -0.764 -0.6 0.4 -3.1
C 3.260 -6.018 -1.329 0.3 -0.3 0.1
C 1.300 -4.707 -1.321 -0.4 0.3 0.5
H 1.669 -3.719 1.531 0.0 0.0 0.0
H 2.308 -2.259 2.284 0.0 0.1 -0.2
H 3.367 -3.598 2.014 0.0 -0.1 -0.2
H 0.895 -1.870 -0.246 -0.1 0.1 0.1
H 2.193 -0.898 -0.951 0.1 -0.1 0.0
H 1.798 -0.715 0.750 0.0 -0.1 0.1
H 5.560 -3.368 1.293 0.0 0.0 0.1
H 6.357 -4.858 0.770 0.0 0.1 -0.2
H 4.693 -4.934 1.237 -0.1 0.1 0.0
H 6.628 -2.690 -1.065 0.0 0.0 -0.1
H 5.998 -3.568 -2.470 0.0 0.1 0.0
H 7.004 -4.406 -1.312 -0.1 -0.1 0.2
H 3.454 -5.931 -2.401 0.0 -0.1 0.0
H 2.573 -6.851 -1.169 -0.2 0.2 0.0
H 4.183 -6.300 -0.834 0.1 0.3 0.0
H 1.307 -4.564 -2.405 -0.1 -0.1 0.0
H 0.736 -3.887 -0.875 0.1 0.1 0.0
H 0.749 -5.619 -1.096 0.1 0.0 0.0
O -3.572 0.991 9.795 -2.7 2.2 -1.1
P -4.260 1.320 11.100 4.5 -3.7 4.1
N -2.946 2.140 11.874 -0.1 0.5 -0.3
C -2.762 2.312 13.303 -0.4 0.1 0.4
C -2.474 3.336 11.180 0.1 -0.1 -0.5
N -4.364 -0.307 11.684 -0.1 -0.3 -0.2
C -3.719 -0.743 12.908 -0.3 0.2 0.4
C -4.254 -1.363 10.682 0.0 0.1 -0.3
N -5.441 1.837 12.294 -1.6 0.7 -2.7
C -6.657 1.001 12.424 -0.1 -0.4 0.2
C -5.941 3.202 11.977 0.5 0.4 0.3
H -3.475 3.018 13.752 0.0 0.0 0.0
H -1.760 2.703 13.498 0.0 0.1 -0.2
H -2.812 1.380 13.856 -0.2 0.0 -0.1
H -3.095 4.217 11.398 0.1 0.1 0.1
H -2.476 3.190 10.100 -0.1 -0.1 0.0
H -1.448 3.574 11.469 0.0 -0.1 0.1
H -2.625 -0.677 12.847 0.0 0.0 0.1
H -3.979 -1.782 13.126 0.0 0.0 -0.2
H -4.076 -0.179 13.772 0.1 0.1 -0.1
H -3.214 -1.548 10.388 0.0 0.0 -0.1
H -4.826 -1.120 9.791 0.1 0.1 0.0
H -4.670 -2.295 11.074 0.0 0.1 0.2
H -7.152 0.842 11.463 -0.1 0.0 0.0
H -7.363 1.484 13.102 0.1 0.3 -0.1
H -6.442 0.033 12.865 0.2 0.0 -0.2
H -6.431 3.238 11.001 -0.1 0.0 0.1
H -5.127 3.929 11.975 0.1 -0.1 0.0
H -6.650 3.535 12.734 0.0 -0.1 0.0
```
Forces are in eV/Å.